(1)
{
  "formula": "C28H19N2O4S5Tl",
  "method": "the ωB97M-V functional and the def2-TZVPD basis",
  "lumo_energy_ev": 4.040,
  "total_charge": -2,
  "energy_ev": -99384.1050,
  "homo_ha": -0.07054,
  "relative_energy_kcal_mol": 26.6,
  "orbital_gap_ev": 5.96,
  "species": ["C", "N", "C", "H", "C", "C", "O", "C", "S", "H", "C", "S", "C", "H", "H", "C", "N", "S", "C", "C", "H", "H", "H", "C", "C", "C", "C", "H", "C", "H", "H", "O", "C", "H", "C", "S", "C", "C", "C", "H", "C", "C", "O", "H", "H", "C", "C", "C", "H", "H", "H", "C", "H", "H", "Tl", "S", "O", "C", "C"],
  "xyz": [[-3.5754, -1.0453, -1.5229], [-1.8980, 0.0511, -0.2258], [5.0050, 4.6046, -1.9669], [-1.0295, 0.0426, -2.8785], [-2.5674, 0.7593, 2.0668], [4.2036, 3.6729, -1.3532], [-2.0713, 4.2067, -0.6492], [5.8082, 5.6830, -3.9924], [0.3565, -1.5537, -1.9145], [-0.8153, -5.0931, 1.3182], [-0.0483, -3.1996, -1.3560], [-0.9428, 1.3671, 2.6181], [1.8244, 1.1203, -0.8814], [4.1945, 3.5682, -0.2785], [0.2569, -3.9273, -3.3294], [0.3308, -1.9941, 5.4693], [6.4758, 6.4661, -4.5093], [-0.3331, -2.3871, 1.2986], [3.3922, 2.9394, -3.5110], [4.1921, 3.8715, -4.1285], [5.6476, 5.2495, -1.3824], [-2.6532, -0.2694, 2.4233], [-5.5656, -1.0742, -0.6691], [5.0001, 4.7228, -3.3636], [3.3744, 2.8348, -2.1134], [2.5401, 1.9109, -1.4609], [0.0112, -4.2011, -2.3125], [-1.6955, -1.5989, -3.1255], [-0.5847, -4.8494, 0.2918], [4.2115, 3.9562, -5.2071], [-3.8345, -1.6355, -2.3879], [-1.8050, 3.5254, 1.6574], [-1.2834, -0.9028, -2.3902], [-1.6808, -1.9165, 6.2146], [-0.4517, 0.0125, 3.7062], [2.0449, 0.0981, 2.5335], [1.2347, -1.4832, 4.5642], [0.8627, -0.4833, 3.6603], [-0.3254, -3.4985, -0.0112], [-0.1676, -6.2935, -2.7355], [-4.5604, -0.6760, -0.5742], [-4.2468, 0.1499, 0.4364], [-0.5236, 2.4365, -0.1136], [2.2470, -1.8603, 4.5235], [-2.3359, -0.0782, 4.7003], [-1.3385, -0.4908, 4.6457], [-2.2875, -0.6274, -1.3090], [-0.5317, -5.8351, -0.6620], [2.7692, 2.2760, -4.0937], [-0.7040, -6.8670, -0.3811], [-4.9696, 0.4810, 1.1664], [-0.2228, -5.5209, -1.9808], [0.6305, -2.7814, 6.1505], [-3.3092, 1.4025, 2.5448], [0.3241, 0.2573, 0.4073], [-1.7551, 3.1314, 0.2584], [-2.9917, 2.0995, 0.0533], [-2.8692, 0.7499, 0.5515], [-0.9662, -1.5043, 5.5111]],
  "lowdin_charge": [-0.086, 0.004, -0.031, 0.088, -0.338, -0.012, -0.314, -0.224, 0.897, 0.084, -0.530, 0.983, -0.107, 0.123, 0.089, -0.121, 0.126, 0.655, -0.018, -0.035, 0.113, 0.086, 0.091, -0.260, -0.235, -0.119, -0.145, 0.076, -0.151, 0.112, 0.081, -0.404, -0.370, 0.086, -0.541, 0.530, -0.153, -0.789, -0.704, 0.080, -0.112, -0.038, -0.419, 0.089, 0.100, -0.126, -0.378, -0.125, 0.118, 0.088, 0.099, -0.135, 0.087, 0.092, 0.507, 0.395, -0.173, -0.568, -0.118]
}

***

(2)
{
  "formula": "C6H7N4O",
  "method": "the ωB97M-V functional and the def2-TZVPD basis",
  "multiplicity": 3,
  "lumo_energy_ev": [-3.744, -8.569],
  "total_charge": 1,
  "energy_ev": -14328.2197,
  "homo_ha": [-0.44056, -0.51795],
  "relative_energy_kcal_mol": 52.5,
  "orbital_gap_ev": [8.24, 5.53],
  "species": ["C", "H", "C", "H", "H", "N", "H", "N", "H", "H", "N", "H", "N", "C", "C", "C", "O", "C"],
  "xyz": [[-0.2347, -1.2181, -0.1303], [3.0749, 0.7923, -1.1808], [0.0720, 0.1411, 0.1013], [-3.5713, -0.9761, -0.0694], [1.9594, 2.0027, -0.8947], [1.9246, -1.2332, -0.0526], [-1.7826, -2.6896, -0.3609], [0.9488, -1.9199, -0.2052], [-3.0109, 1.3733, 0.3023], [-0.6539, 2.1361, 0.4274], [1.5009, 0.1922, 0.1701], [2.8678, 0.2688, 1.5126], [2.0844, 1.0193, -1.1237], [-2.5336, -0.6808, -0.0325], [-2.2159, 0.6538, 0.1761], [-1.5478, -1.6505, -0.1993], [2.0075, 0.6899, 1.3084], [-0.8895, 1.0987, 0.2510]],
  "mulliken_spin": [0.084, -0.002, 0.101, -0.001, 0.002, 0.552, 0.000, 0.826, 0.005, 0.003, 0.162, 0.006, 0.064, -0.041, 0.122, 0.112, 0.046, -0.042]
}

***

(3)
{
  "formula": "C44H41ClF3N6O3SSbTi",
  "method": "the ωB97M-V functional and the def2-TZVPD basis",
  "lumo_energy_ev": -0.765,
  "total_charge": 0,
  "energy_ev": -122542.5002,
  "homo_ha": -0.27819,
  "relative_energy_kcal_mol": 16.9,
  "orbital_gap_ev": 6.80,
  "species": ["H", "Sb", "H", "C", "C", "H", "F", "H", "C", "H", "H", "C", "C", "C", "C", "C", "C", "H", "C", "H", "F", "H", "Ti", "H", "C", "C", "N", "H", "C", "H", "C", "C", "H", "C", "C", "H", "H", "H", "H", "N", "H", "H", "S", "C", "H", "H", "C", "N", "C", "H", "C", "H", "H", "O", "O", "C", "C", "C", "H", "C", "Cl", "H", "C", "H", "C", "C", "O", "C", "H", "C", "C", "C", "N", "H", "N", "C", "H", "C", "H", "H", "H", "C", "N", "H", "H", "C", "C", "H", "H", "H", "H", "H", "C", "C", "C", "C", "C", "C", "C", "H", "F"],
  "xyz": [[3.0292, 2.1891, 3.3453], [-0.7014, 3.0328, -1.2552], [1.4901, -3.4700, -3.0057], [-1.2586, 1.0117, 3.0475], [2.2977, -5.3784, 0.2306], [-1.7321, 3.3502, -4.3741], [-6.0645, 2.2336, -4.4610], [-2.3018, 7.9929, -1.9096], [1.7442, 4.4637, -4.7867], [2.8791, 0.8364, 5.3772], [3.2227, 1.0224, -3.1916], [1.9889, -0.7285, 1.9513], [0.9394, 0.8133, -5.6794], [-4.9001, 2.4235, -3.7978], [2.9645, -3.3047, 1.2311], [-0.1759, 0.5227, -4.9254], [2.3906, 5.7300, -2.8385], [2.3828, -6.4510, 0.1560], [2.1475, -0.9003, 4.3619], [-1.3987, -2.5836, -2.3859], [-3.3463, 8.4884, 0.4076], [3.0287, 6.4741, -2.3856], [0.3583, -0.3040, -0.2556], [3.7339, -0.1460, -0.1105], [1.8230, -1.4524, 3.1366], [-4.8531, 2.2108, -2.4330], [1.6779, -1.2855, 0.7099], [0.8077, -5.2524, -1.2826], [1.2699, -2.4633, -2.6260], [-5.7494, 1.9143, -1.9107], [-1.6592, 5.9719, -1.5512], [-1.2655, 0.0412, -2.7915], [-3.1449, 6.4380, 1.9674], [3.7409, 0.9321, 0.0552], [-2.1128, 5.0966, 0.6250], [2.2195, -1.9665, -2.4203], [-1.3596, -3.4112, -0.8139], [-1.2501, 5.8454, -2.5415], [0.2067, 3.0334, -4.5094], [-1.2839, -0.2347, -1.5220], [3.0418, 1.2481, -5.6322], [3.8821, -5.1848, 1.6542], [-1.3768, -1.6717, 1.0922], [1.3982, -4.6963, -0.5710], [0.7248, -1.9145, -3.3939], [2.0378, -1.4869, 5.2618], [2.4262, 0.6129, 2.0225], [-3.9110, -1.0987, 0.6232], [2.2693, 0.8980, -3.6809], [4.6587, 1.1997, 0.6017], [0.6016, 4.1002, -2.6867], [-4.6106, -0.5099, 0.1980], [1.8781, 4.2422, -5.8350], [-2.2376, 1.6333, 0.9601], [-0.1566, 0.9049, 0.9493], [-3.7840, 2.8269, -4.5044], [1.1598, 0.5685, -2.8874], [-2.2459, 7.1748, -1.2083], [2.2834, 3.1764, -0.1167], [1.2504, -3.3238, -0.4602], [-0.4307, 2.4498, 3.6601], [-3.6046, 2.2260, -0.7028], [1.9679, -2.6111, 0.5188], [-1.1342, 0.3762, -5.4041], [2.1644, 1.0097, -5.0498], [3.1194, -4.6663, 1.0904], [1.2816, 0.3699, -1.6003], [2.4365, 2.7691, 0.8888], [3.7480, 1.4391, -0.9107], [-2.5106, 2.7848, -2.4562], [-0.7989, -3.2164, -1.7303], [-2.7678, 7.3149, 0.0638], [2.5459, 1.3233, 0.7918], [-2.2164, 0.0049, -3.3295], [-2.5148, -0.4501, -1.0281], [-1.2572, 1.1830, 1.5323], [-0.6182, -4.1635, -2.2527], [2.5357, 5.4168, -4.1776], [0.8738, 0.8797, -6.7536], [1.2852, 5.3172, -1.0650], [1.5750, 3.0293, 1.5056], [0.7925, 3.8001, -4.0265], [0.4631, -2.5405, -1.3987], [-0.6904, 0.1348, 3.3556], [3.6037, -2.7573, 1.9073], [-2.7175, 6.2891, 0.9876], [2.6067, 0.4037, 4.4260], [-3.8511, 2.9973, -5.5681], [-2.0708, 4.2895, 1.3428], [1.4289, -2.4587, 3.0781], [-4.0225, -1.3406, 1.5940], [3.3323, 3.2492, 1.3141], [2.7162, 1.1587, 3.2673], [-0.0970, 0.3945, -3.5318], [-3.6525, 2.3899, -1.7686], [1.4221, 5.0644, -2.1091], [-2.5935, 3.0131, -3.8212], [-2.6489, -0.9856, 0.1509], [-1.5757, 4.9301, -0.6416], [-2.2706, 1.0119, 3.4478], [3.4862, 6.0486, -4.9041]],
  "lowdin_charge": [0.107, 1.668, 0.104, -0.462, -0.085, 0.079, 0.049, 0.117, -0.006, 0.103, 0.116, -0.246, -0.086, -0.279, -0.023, -0.039, -0.006, 0.100, -0.081, 0.083, 0.049, 0.118, 0.907, 0.087, -0.041, -0.005, -0.077, 0.107, -0.041, 0.116, -0.122, -0.097, 0.116, -0.057, -0.113, 0.108, 0.056, 0.095, 0.065, -0.114, 0.113, 0.105, 0.803, -0.028, 0.088, 0.104, -0.206, 0.103, 0.004, 0.100, -0.352, 0.103, 0.119, -0.005, -0.266, -0.013, -0.351, -0.005, 0.064, -0.213, 0.653, 0.077, -0.230, 0.122, -0.072, -0.081, -0.197, -0.084, 0.077, -0.347, -0.092, -0.279, -0.216, 0.148, 0.016, -0.775, 0.087, -0.276, 0.107, 0.098, 0.070, -0.133, -0.218, 0.058, 0.117, -0.011, -0.090, 0.116, 0.081, 0.122, 0.088, 0.094, -0.042, -0.187, -0.125, -0.152, -0.118, -0.828, -0.355, 0.088, 0.050]
}

***

(4)
{
  "formula": "C3H3N2O2",
  "method": "the ωB97M-V functional and the def2-TZVPD basis",
  "multiplicity": 3,
  "lumo_energy_ev": [-4.940, -8.031],
  "total_charge": 1,
  "energy_ev": -10217.9339,
  "homo_ha": [-0.44380, -0.61971],
  "orbital_gap_ev": [7.14, 8.83],
  "species": ["H", "H", "C", "C", "N", "C", "H", "O", "O", "N"],
  "xyz": [[0.8766, -2.3434, -0.3177], [-2.0293, 0.6595, -0.6098], [-0.4032, -0.4132, 0.1452], [-0.1668, 1.7717, -0.4248], [-1.0182, 0.7192, -0.2791], [0.3310, -1.6824, 0.3884], [0.0780, -2.1800, 1.2882], [0.0354, 2.8908, -0.6812], [1.4519, 0.8529, 0.0813], [0.8447, -0.2751, 0.4096]],
  "mulliken_spin": [0.057, -0.005, 0.711, 0.043, 0.022, 0.039, 0.049, 0.097, 0.474, 0.514]
}

***

(5)
{
  "formula": "C3H4FNS",
  "method": "the ωB97M-V functional and the def2-TZVPD basis",
  "lumo_energy_ev": 0.302,
  "total_charge": 0,
  "energy_ev": -18214.8885,
  "homo_ha": -0.33307,
  "relative_energy_kcal_mol": 71.7,
  "orbital_gap_ev": 9.37,
  "species": ["C", "H", "F", "H", "C", "S", "N", "C", "H", "H"],
  "xyz": [[0.3895, 0.9793, -0.1759], [2.3953, -1.6997, 0.4172], [-0.0877, -1.4199, -0.1784], [-2.6193, -1.0146, 0.1430], [-1.9426, -0.0242, -0.0587], [2.8891, -0.3392, -0.0736], [1.6239, 0.7332, 0.0471], [-0.6880, -0.1849, 0.0385], [0.0784, 1.9416, -0.3776], [-2.0386, 1.0284, 0.2183]],
  "lowdin_charge": [-0.135, -0.071, -0.025, 0.151, 0.041, 0.685, -0.458, -0.339, 0.078, 0.074]
}

***

(6)
{
  "formula": "C3H9O4S",
  "method": "the ωB97M-V functional and the def2-TZVPD basis",
  "lumo_energy_ev": 3.088,
  "total_charge": -1,
  "energy_ev": -22284.2252,
  "homo_ha": -0.18875,
  "relative_energy_kcal_mol": 11.1,
  "orbital_gap_ev": 8.22,
  "species": ["H", "O", "H", "O", "H", "H", "H", "C", "H", "H", "H", "S", "O", "C", "C", "H", "O"],
  "xyz": [[-2.8477, -3.5681, 0.4636], [0.3637, 1.2384, 0.1674], [0.1679, 2.9345, -1.9487], [-0.9828, 0.3712, -1.4466], [-1.9536, -1.2255, -0.3935], [1.5039, 1.0353, 1.2162], [1.5492, 3.4415, -1.4891], [-0.0336, -1.1372, 0.1293], [0.3881, -0.8767, 1.0723], [0.6684, -1.7813, -0.3895], [-1.7174, -1.5664, 1.4261], [-1.6164, -3.5758, 0.0409], [0.9593, 3.4305, -2.2501], [-1.4034, -1.7755, 0.3837], [-0.2142, 0.3405, -0.4681], [2.8557, 1.7487, 1.6751], [2.3132, 0.9659, 1.8111]],
  "lowdin_charge": [-0.205, -0.053, 0.029, -0.049, 0.052, -0.033, 0.018, -0.174, 0.070, 0.098, 0.077, 0.637, -0.094, -0.560, -0.675, 0.000, -0.137]
}

***

(7)
{
  "formula": "C3H3N3O2",
  "method": "the ωB97M-V functional and the def2-TZVPD basis",
  "lumo_energy_ev": [-1.397, -1.330],
  "total_charge": 0,
  "energy_ev": -11717.1123,
  "homo_ha": [-0.30044, -0.29649],
  "relative_energy_kcal_mol": 204.0,
  "orbital_gap_ev": [6.78, 6.74],
  "species": ["H", "N", "C", "C", "C", "O", "N", "O", "H", "H", "N"],
  "xyz": [[-2.7161, -0.2957, -0.6141], [-0.0199, 1.9199, 0.5575], [-0.8776, -0.7383, -0.2127], [0.6415, -0.5773, 0.5155], [0.6218, 0.8824, 0.5298], [2.8087, -0.3377, -0.5674], [-1.8139, 0.0796, -0.3267], [1.3305, -1.4834, 0.9007], [-0.9172, -1.8136, -0.4194], [-0.9892, 1.9107, 0.2305], [1.9314, 0.4533, -0.5937]],
  "lowdin_charge": [0.083, 0.195, -0.081, -0.439, -0.194, 0.039, 0.095, 0.077, 0.122, 0.079, 0.025]
}

***

(8)
{
  "formula": "C5H6O",
  "method": "the ωB97M-V functional and the def2-TZVPD basis",
  "lumo_energy_ev": 1.086,
  "total_charge": 0,
  "energy_ev": -7328.8489,
  "homo_ha": -0.31656,
  "relative_energy_kcal_mol": 10.0,
  "orbital_gap_ev": 9.70,
  "species": ["H", "C", "H", "O", "H", "H", "H", "C", "C", "C", "H", "C"],
  "xyz": [[-1.1761, 0.9897, 1.3240], [1.0190, 0.0644, -0.8643], [1.8378, -0.4413, -1.3558], [0.8197, 1.3601, -1.2270], [-0.6167, -2.2791, -0.0774], [-0.4746, 2.8595, -0.6442], [-0.8654, -1.5695, 1.5137], [0.1606, -0.2982, 0.1244], [-0.5675, 0.8934, 0.4421], [-0.1631, 1.8469, -0.4315], [0.7387, -2.1832, 1.0592], [-0.1452, -1.6546, 0.6913]],
  "lowdin_charge": [0.107, -0.085, 0.128, -0.009, 0.080, 0.120, 0.075, -0.280, -0.040, -0.122, 0.076, -0.050]
}